1.
Formula: C6H9NO3S
Source: the Open Molecules 2025 dataset
Level of theory: wB97M-V/def2-TZVPD

Positions of all 20 atoms, in Å:
1 C -0.85 -2.73 -0.98
2 C -0.66 -3.36 0.26
3 C -1.43 -1.48 -0.71
4 C -1.06 -2.38 1.19
5 C 0.92 2.82 -0.54
6 C 0.70 1.68 0.55
7 N -1.54 -1.25 0.61
8 O -1.74 -0.52 -1.61
9 O -1.03 -2.47 2.51
10 O 1.24 2.02 1.82
11 S -1.08 1.44 0.64
12 H -0.96 -3.14 -1.96
13 H -0.03 -4.20 0.50
14 H -0.07 3.35 -0.76
15 H 1.49 2.30 -1.42
16 H 1.68 3.64 -0.15
17 H 1.24 0.81 0.22
18 H -2.19 0.27 -1.09
19 H -0.21 -3.00 2.74
20 H 0.74 2.84 2.25

Calculated values
energy relative to the best compared isomer or geometry (same formula, charge and spin)	89.2	kcal per mole
HOMO-LUMO gap (spin up / spin down)	6.723 / 7.548	eV
multiplicity	1

***

2.
Formula: C9H14N2O
Source: the Open Molecules 2025 dataset
Level of theory: wB97M-V/def2-TZVPD

Positions of all 26 atoms, in Å:
1 C 4.21 -0.14 0.24
2 C 3.28 0.84 0.05
3 C 2.35 -1.19 0.16
4 C 0.49 1.88 -0.65
5 C 0.93 0.79 -0.14
6 C -1.47 -0.54 -1.39
7 C -2.08 -1.57 0.99
8 C -2.62 0.82 0.45
9 C -1.56 -0.31 0.19
10 N 3.61 -1.38 0.37
11 N 2.11 0.16 0.01
12 O -0.37 -0.05 0.73
13 H 5.31 0.01 0.31
14 H 3.27 1.81 -0.04
15 H 1.57 -1.86 0.20
16 H -0.57 2.18 -0.67
17 H 1.14 2.45 -1.14
18 H -0.54 -1.00 -1.63
19 H -2.26 -1.10 -1.79
20 H -1.86 0.45 -1.73
21 H -1.18 -2.08 1.27
22 H -2.70 -2.26 0.52
23 H -2.49 -1.05 1.92
24 H -2.76 0.87 1.54
25 H -2.21 1.85 0.18
26 H -3.59 0.42 0.04

Calculated values
energy relative to the best compared isomer or geometry (same formula, charge and spin)	97.4	kcal per mole
HOMO-LUMO gap	9.908	eV
multiplicity	1

***

3.
Formula: C4H8O
Source: the Open Molecules 2025 dataset
Level of theory: wB97M-V/def2-TZVPD

Positions of all 13 atoms, in Å:
1 C 1.59 -0.24 -0.13
2 C 0.37 -0.33 -1.01
3 C -0.70 -1.07 -0.73
4 C -1.29 1.19 1.16
5 O -0.32 1.50 1.80
6 H 2.13 0.69 -0.30
7 H 1.33 -0.29 0.93
8 H 2.29 -1.07 -0.35
9 H 0.39 0.25 -1.93
10 H -1.56 -1.10 -1.40
11 H -0.76 -1.67 0.17
12 H -1.96 0.36 1.47
13 H -1.59 1.72 0.23

Calculated values
energy relative to the best compared isomer or geometry (same formula, charge and spin)	37.5	kcal per mole
SMILES	C=CC.C=O
HOMO-LUMO gap	10.860	eV
multiplicity	1

***

4.
Formula: C13H23Cl3FeNO4P2
Source: the Open Molecules 2025 dataset
Level of theory: wB97M-V/def2-TZVPD

Positions of all 47 atoms, in Å:
1 Fe -0.12 -0.19 0.67
2 P 2.21 -0.46 0.86
3 C 2.40 -1.26 -0.76
4 C 1.27 -1.40 -1.62
5 N 0.03 -1.02 -1.09
6 C -1.17 -1.14 -1.71
7 C -1.19 -1.85 -2.88
8 C 0.00 -2.23 -3.53
9 C 1.21 -1.78 -3.00
10 C -2.40 -0.57 -1.10
11 P -2.02 0.97 -0.08
12 H 2.12 -1.77 -3.59
13 H -2.18 -2.05 -3.26
14 H -0.05 -2.98 -4.35
15 H -3.19 -0.27 -1.82
16 H -2.80 -1.30 -0.36
17 H 4.22 2.22 -2.76
18 H 3.41 -1.38 -1.21
19 H 0.46 4.19 -1.09
20 O 3.40 2.65 -2.34
21 H 2.79 2.91 -3.05
22 H -0.40 1.25 0.25
23 O 0.79 4.97 -0.44
24 H 1.28 4.48 0.28
25 C -2.27 2.26 -1.28
26 H -3.27 2.10 -1.71
27 H -2.07 3.22 -0.79
28 H -1.50 2.17 -2.06
29 C -3.40 1.13 1.03
30 H -3.25 1.98 1.70
31 H -4.31 1.29 0.44
32 H -3.55 0.24 1.65
33 C 2.32 -2.09 1.70
34 H 3.32 -2.39 1.35
35 H 2.12 -2.18 2.77
36 H 1.58 -2.68 1.15
37 C 3.53 0.67 1.47
38 H 3.39 1.05 2.50
39 H 4.49 0.14 1.45
40 H 3.60 1.53 0.79
41 Cl -2.05 -1.20 5.68
42 C -1.80 -1.85 4.09
43 Cl -0.79 -3.33 4.10
44 Cl -3.36 -2.24 3.24
45 C -1.09 -0.80 3.17
46 O -0.98 0.39 3.49
47 O -0.76 -1.38 2.05

Calculated values
net charge	+1
<S²>	6.132
energy relative to the best compared isomer or geometry (same formula, charge and spin)	115.7	kcal per mole
HOMO-LUMO gap (spin up / spin down)	8.364 / 6.490	eV
multiplicity	5

***

5.
Formula: C6H10ClN
Source: the Open Molecules 2025 dataset
Level of theory: wB97M-V/def2-TZVPD

Positions of all 18 atoms, in Å:
1 C 1.08 -0.18 0.66
2 C -0.11 0.82 0.60
3 C -1.91 -0.32 -0.29
4 C -1.69 -1.21 -1.55
5 C -0.73 -0.62 -2.44
6 C -0.52 0.90 -1.83
7 H 0.86 -1.45 0.44
8 H 1.88 0.24 -0.16
9 H 0.47 1.78 1.03
10 H -0.79 0.45 1.45
11 H -2.88 0.21 -0.13
12 H -1.73 -1.07 0.64
13 H -2.00 -2.29 -1.31
14 H -0.27 -0.98 -3.28
15 H 0.57 1.26 -1.86
16 H -0.86 1.71 -2.38
17 N -1.07 0.83 -0.48
18 Cl 2.09 -0.13 2.24

Calculated values
energy relative to the best compared isomer or geometry (same formula, charge and spin)	94.1	kcal per mole
SMILES	ClCCN1CC=CC1
HOMO-LUMO gap	9.723	eV
multiplicity	1

***

6.
Formula: C2H4NOP
Source: the Open Molecules 2025 dataset
Level of theory: wB97M-V/def2-TZVPD

Positions of all 9 atoms, in Å:
1 C 1.70 -0.88 -0.05
2 C -2.18 -0.48 -0.26
3 N 1.71 -1.98 0.27
4 O 1.78 1.53 0.79
5 P 1.67 0.76 -0.66
6 H -2.66 0.06 -1.05
7 H -1.84 0.04 0.61
8 H -2.03 -1.53 -0.34
9 H 1.84 2.49 0.70

Calculated values
energy relative to the best compared isomer or geometry (same formula, charge and spin)	62.8	kcal per mole
HOMO-LUMO gap (spin up / spin down)	7.449 / 8.578	eV
multiplicity	1

***

7.
Formula: CHO2Zn
Source: the Open Molecules 2025 dataset
Level of theory: wB97M-V/def2-TZVPD

Positions of all 5 atoms, in Å:
1 H -0.50 1.09 0.87
2 O -0.68 -0.44 0.55
3 C 0.35 0.33 0.44
4 O 0.86 0.39 -0.71
5 Zn -0.03 -1.37 -1.15

Calculated values
<S²>	0.753
energy relative to the best compared isomer or geometry (same formula, charge and spin)	0.0	kcal per mole
HOMO-LUMO gap (spin up / spin down)	7.678 / 9.656	eV
multiplicity	2

***

8.
Formula: C19H28FN3O2
Source: the Open Molecules 2025 dataset
Level of theory: wB97M-V/def2-TZVPD

Positions of all 53 atoms, in Å:
1 O -0.12 3.98 -1.22
2 C 0.37 2.88 -1.36
3 N -0.34 1.73 -1.32
4 H 0.14 0.85 -1.32
5 C -1.71 1.66 -0.86
6 C -1.74 0.88 0.46
7 N -1.23 -0.46 0.22
8 C -0.86 -1.19 1.42
9 C -2.03 -1.53 2.32
10 C -2.70 -2.74 2.20
11 C -3.81 -3.05 2.96
12 C -4.28 -2.13 3.88
13 C -3.62 -0.92 4.03
14 C -2.51 -0.63 3.26
15 H -2.00 0.31 3.39
16 H -3.97 -0.20 4.76
17 H -5.14 -2.36 4.48
18 H -4.30 -4.01 2.83
19 F -2.26 -3.66 1.31
20 H -0.36 -2.11 1.10
21 H -0.14 -0.58 1.97
22 C -2.12 -1.19 -0.66
23 C -2.17 -0.51 -2.03
24 C -2.60 0.95 -1.89
25 H -2.52 1.46 -2.85
26 H -3.63 1.00 -1.55
27 H -1.19 -0.57 -2.50
28 H -2.88 -1.04 -2.67
29 H -1.75 -2.21 -0.77
30 H -3.14 -1.24 -0.25
31 H -1.09 1.37 1.19
32 H -2.76 0.87 0.86
33 H -2.05 2.68 -0.70
34 C 1.85 2.63 -1.58
35 C 2.50 2.02 -0.31
36 N 3.35 0.87 -0.50
37 C 2.67 -0.33 -0.94
38 C 3.65 -1.50 -0.84
39 O 4.79 -1.28 -1.63
40 C 5.44 -0.10 -1.22
41 C 4.52 1.12 -1.33
42 H 5.03 2.00 -0.96
43 H 4.26 1.27 -2.39
44 H 6.31 0.02 -1.88
45 H 5.79 -0.20 -0.18
46 H 3.19 -2.42 -1.21
47 H 3.94 -1.64 0.22
48 H 1.81 -0.51 -0.28
49 H 2.32 -0.26 -1.98
50 H 1.71 1.72 0.39
51 H 3.10 2.79 0.19
52 H 2.33 3.57 -1.85
53 H 1.97 1.94 -2.42

Calculated values
energy relative to the best compared isomer or geometry (same formula, charge and spin)	3.2	kcal per mole
SMILES	O=C(CCN1CCOCC1)N[C@H]1CCCN(Cc2ccccc2F)C1
HOMO-LUMO gap	9.378	eV
multiplicity	1

***

9.
Formula: C9H15N3
Source: the Open Molecules 2025 dataset
Level of theory: wB97M-V/def2-TZVPD

Positions of all 27 atoms, in Å:
1 C 2.44 1.05 2.54
2 C 1.66 0.42 1.63
3 C -0.88 0.93 -0.45
4 C 0.74 -0.97 -0.17
5 C -1.71 1.86 0.42
6 C -1.01 1.25 -1.95
7 C 0.46 -2.45 -0.18
8 C 1.42 -0.65 -1.52
9 C -1.05 -0.52 1.39
10 N 2.85 1.83 3.33
11 N 1.69 -0.60 0.81
12 N -0.57 -0.26 0.04
13 H -1.84 2.71 -0.14
14 H -1.15 2.11 1.27
15 H -2.56 1.23 0.60
16 H -1.92 1.75 -1.98
17 H -0.89 0.45 -2.53
18 H -0.23 1.95 -2.20
19 H 0.24 -2.78 0.91
20 H 1.34 -3.04 -0.54
21 H -0.37 -2.84 -0.73
22 H 1.51 0.47 -1.63
23 H 0.68 -0.97 -2.25
24 H 2.41 -1.11 -1.59
25 H -0.87 -1.62 1.49
26 H -0.38 0.03 2.05
27 H -2.01 -0.24 1.38

Calculated values
energy relative to the best compared isomer or geometry (same formula, charge and spin)	131.8	kcal per mole
HOMO-LUMO gap (spin up / spin down)	6.194 / 6.195	eV
multiplicity	1

***

10.
Formula: C4H5N3
Source: the Open Molecules 2025 dataset
Level of theory: wB97M-V/def2-TZVPD

Positions of all 12 atoms, in Å:
1 C -1.71 0.86 0.71
2 N 0.04 -0.45 -0.91
3 C 1.16 -0.74 -0.39
4 C 2.17 -1.49 -1.09
5 N 2.95 -2.08 -1.71
6 C 0.60 1.56 1.68
7 N -0.43 1.27 1.18
8 H -1.75 -0.22 0.55
9 H -1.92 1.33 -0.26
10 H -2.44 1.15 1.46
11 H -0.07 -0.82 -1.85
12 H 1.39 -0.39 0.62

Calculated values
energy relative to the best compared isomer or geometry (same formula, charge and spin)	73.5	kcal per mole
HOMO-LUMO gap	11.022	eV
multiplicity	1

***

11.
Formula: C21H19F2N3O6S2
Source: the Open Molecules 2025 dataset
Level of theory: wB97M-V/def2-TZVPD

Positions of all 53 atoms, in Å:
1 O -2.60 -3.26 -2.31
2 C -1.55 -2.87 -1.84
3 N -1.32 -2.80 -0.51
4 C -2.42 -2.87 0.43
5 C -2.73 -1.47 0.96
6 H -3.62 -1.43 1.57
7 H -2.75 -0.72 0.17
8 S -1.28 -1.21 2.02
9 O -1.58 -0.39 3.16
10 O -0.16 -0.80 1.20
11 C -1.03 -2.96 2.49
12 C -2.04 -3.72 1.65
13 H -2.95 -3.92 2.23
14 H -1.64 -4.68 1.32
15 H 0.00 -3.21 2.25
16 H -1.20 -3.05 3.56
17 H -3.26 -3.30 -0.11
18 H -0.50 -2.30 -0.18
19 C -0.38 -2.52 -2.75
20 H -0.77 -1.91 -3.56
21 H 0.03 -3.44 -3.16
22 S 1.02 -1.65 -1.99
23 C 0.20 -0.20 -1.51
24 N -1.06 0.00 -1.71
25 C -1.37 1.22 -1.13
26 C -2.64 1.69 -1.18
27 C -3.18 2.88 -0.63
28 C -2.67 3.93 0.10
29 C -3.74 4.81 0.35
30 C -4.83 4.24 -0.24
31 O -4.52 3.09 -0.83
32 H -5.86 4.56 -0.31
33 H -3.71 5.73 0.89
34 H -1.65 4.04 0.41
35 H -3.36 1.08 -1.72
36 C -0.14 1.77 -0.52
37 O 0.06 2.80 0.07
38 N 0.83 0.82 -0.84
39 C 2.16 0.84 -0.39
40 C 3.20 0.51 -1.25
41 C 4.51 0.54 -0.80
42 C 4.78 0.91 0.51
43 C 3.74 1.25 1.37
44 C 2.43 1.22 0.93
45 H 1.62 1.47 1.59
46 H 3.98 1.54 2.38
47 O 6.06 0.97 1.07
48 C 7.14 0.66 0.36
49 F 7.30 1.43 -0.74
50 F 7.12 -0.62 -0.11
51 H 8.03 0.78 1.00
52 H 5.30 0.27 -1.48
53 H 3.00 0.24 -2.27

Calculated values
SMILES	O=C(CSC1=N/C(=C/c2ccco2)C(=O)N1c1ccc(OC(F)F)cc1)N[C@H]1CCS(=O)(=O)C1
HOMO-LUMO gap	7.220	eV
multiplicity	1

***

12.
Formula: C27H46BrNP2SSn
Source: the Open Molecules 2025 dataset
Level of theory: wB97M-V/def2-TZVPD

Positions of all 79 atoms, in Å:
1 N -5.02 -1.47 3.63
2 C -4.52 -0.43 4.29
3 C -4.53 0.87 3.78
4 C -5.07 1.07 2.49
5 C -5.79 -0.01 1.89
6 C -5.70 -1.27 2.50
7 C -4.79 2.29 1.79
8 Sn -0.31 1.11 -0.83
9 P 3.45 0.25 -1.31
10 C -4.96 2.45 0.44
11 C -3.77 2.84 -0.32
12 C -3.61 2.28 -1.61
13 C -2.41 2.43 -2.32
14 C -1.45 3.05 -1.56
15 C -1.49 3.71 -0.36
16 C -2.70 3.55 0.31
17 Br 1.00 2.64 -2.31
18 H -4.51 3.15 2.39
19 H -5.83 2.10 -0.12
20 H -4.13 1.71 4.36
21 H -6.31 0.10 0.94
22 H -4.06 -0.65 5.25
23 H -6.16 -2.14 2.04
24 H -4.43 1.66 -2.01
25 H -2.79 3.88 1.36
26 H -2.22 1.97 -3.28
27 H -0.63 4.18 0.12
28 P -0.54 -1.95 -0.25
29 C 3.94 1.94 -0.76
30 C 4.78 2.83 -1.64
31 H 4.44 1.81 0.21
32 H 2.97 2.43 -0.54
33 H 5.13 3.68 -1.05
34 H 5.68 2.33 -1.99
35 H 4.23 3.27 -2.47
36 C 3.34 0.15 -3.15
37 C 4.52 0.61 -3.99
38 H 2.44 0.73 -3.43
39 H 3.09 -0.91 -3.35
40 H 4.15 0.67 -5.02
41 H 4.84 1.61 -3.67
42 H 5.37 -0.08 -4.02
43 C 4.91 -0.80 -0.94
44 C 6.29 -0.19 -1.09
45 H 4.83 -1.71 -1.57
46 H 4.72 -1.11 0.10
47 H 7.06 -0.95 -0.97
48 H 6.46 0.26 -2.07
49 H 6.49 0.57 -0.33
50 C 0.43 -3.27 0.60
51 C 1.92 -3.28 0.24
52 H -0.04 -4.24 0.33
53 H 0.31 -3.10 1.69
54 H 2.44 -4.07 0.80
55 H 2.11 -3.48 -0.82
56 H 2.43 -2.34 0.50
57 C -0.31 -2.41 -2.03
58 C -1.29 -1.74 -3.00
59 H -0.44 -3.51 -2.04
60 H 0.74 -2.15 -2.28
61 H -1.14 -2.16 -4.00
62 H -2.34 -1.93 -2.74
63 H -1.15 -0.65 -3.08
64 C -2.26 -2.51 0.03
65 C -2.55 -2.80 1.50
66 H -2.40 -3.41 -0.59
67 H -2.92 -1.70 -0.33
68 H -3.55 -3.25 1.64
69 H -1.84 -3.50 1.94
70 H -2.55 -1.89 2.10
71 C -0.26 -0.42 3.81
72 S 0.27 0.44 2.31
73 C 1.98 0.62 2.78
74 H -1.34 -0.54 3.86
75 H 0.10 0.20 4.65
76 H 0.22 -1.41 3.83
77 H 2.04 1.47 3.45
78 H 2.29 -0.29 3.32
79 H 2.66 0.80 1.94

Calculated values
net charge	+2
HOMO-LUMO gap (spin up / spin down)	4.525 / 4.526	eV
multiplicity	1

***

13.
Formula: C13H30InO
Source: the Open Molecules 2025 dataset
Level of theory: wB97M-V/def2-TZVPD

Positions of all 45 atoms, in Å:
1 C -0.54 4.31 -0.36
2 C -0.26 3.29 -1.46
3 C -0.83 1.91 -1.15
4 C -2.35 1.84 -1.28
5 C -2.85 0.45 -0.84
6 C -3.17 0.37 0.67
7 C -2.31 -0.64 1.46
8 C -1.45 0.04 2.50
9 C -0.50 -0.91 3.22
10 In 1.11 -1.78 1.93
11 C 2.00 -0.23 0.55
12 C 2.58 -0.79 -0.73
13 O 3.00 -2.14 -0.58
14 C 3.21 -2.79 -1.79
15 C 3.38 -4.28 -1.54
16 H -1.53 4.19 0.05
17 H 0.23 4.23 0.40
18 H -0.48 5.32 -0.77
19 H 0.81 3.19 -1.59
20 H -0.69 3.61 -2.41
21 H -0.59 1.64 -0.12
22 H -0.42 1.16 -1.82
23 H -2.64 2.06 -2.31
24 H -2.80 2.60 -0.64
25 H -2.04 -0.24 -1.05
26 H -3.70 0.13 -1.44
27 H -4.22 0.10 0.76
28 H -3.06 1.36 1.11
29 H -1.69 -1.22 0.78
30 H -2.98 -1.32 1.99
31 H -0.92 0.89 2.08
32 H -2.14 0.48 3.23
33 H -1.09 -1.74 3.61
34 H -0.07 -0.40 4.08
35 H 2.44 -2.35 3.02
36 H 0.56 -3.20 0.99
37 H 2.79 0.31 1.07
38 H 1.26 0.52 0.27
39 H 1.81 -0.74 -1.51
40 H 3.44 -0.20 -1.09
41 H 2.36 -2.66 -2.47
42 H 4.09 -2.40 -2.33
43 H 3.94 -4.73 -2.36
44 H 2.41 -4.75 -1.52
45 H 3.90 -4.47 -0.61

Calculated values
net charge	-1
HOMO-LUMO gap	7.387	eV
multiplicity	1

***

14.
Formula: C4H12
Source: the Open Molecules 2025 dataset
Level of theory: wB97M-V/def2-TZVPD

Positions of all 16 atoms, in Å:
1 C -1.01 -0.24 2.09
2 C -1.50 1.16 1.76
3 H -0.27 -0.69 1.41
4 H -0.46 -0.26 3.04
5 H -1.72 -1.07 2.15
6 H -0.64 1.75 1.44
7 H -2.00 1.51 2.65
8 H -2.13 1.15 0.87
9 C 1.31 -0.92 -2.49
10 C 1.06 0.10 -1.38
11 H 1.48 -0.34 -3.41
12 H 2.16 -1.55 -2.23
13 H 0.51 -1.57 -2.84
14 H 1.36 -0.44 -0.47
15 H 0.10 0.49 -1.05
16 H 1.75 0.93 -1.52

Calculated values
energy relative to the best compared isomer or geometry (same formula, charge and spin)	14.3	kcal per mole
SMILES	CC.CC
HOMO-LUMO gap	12.656	eV
multiplicity	1

***

15.
Formula: C2H4N6
Source: the Open Molecules 2025 dataset
Level of theory: wB97M-V/def2-TZVPD

Positions of all 12 atoms, in Å:
1 C 0.50 0.41 0.86
2 C -0.52 -0.46 -1.30
3 H 1.65 1.73 1.88
4 H 0.66 0.62 2.80
5 H -1.11 -0.37 -3.10
6 H -1.41 -1.81 -0.16
7 N 0.85 1.07 1.97
8 N 1.02 0.92 -0.27
9 N 0.53 0.54 -1.38
10 N -1.27 -0.83 -2.23
11 N -0.69 -1.15 -0.06
12 N -0.21 -0.66 0.98

Calculated values
energy relative to the best compared isomer or geometry (same formula, charge and spin)	38.3	kcal per mole
SMILES	[H]/N=c1\nnc(N)n[nH]1
HOMO-LUMO gap	7.293	eV
multiplicity	1